(1)
Formula: C12H20AsBN6O2S7Tc
Source: OMol25
Level of theory: ωB97M-V/def2-TZVPD

Properties
Frontier orbital gap ... 5.88 eV
HOMO level ... -17.123 eV
Net charge ... +3
Energy above the lowest of the compared OMol25 structures with the same formula, charge and spin ... 2.71 kcal/mol

Atoms and positions in Å:
Tc: -0.728 -0.722 -0.123
C: -3.489 1.731 2.340
N: -2.926 2.359 1.165
C: -2.625 3.713 1.091
C: -2.203 3.968 -0.181
N: -2.286 2.817 -0.899
B: -2.158 2.592 -2.456
N: -0.639 2.236 -2.861
C: -0.182 2.550 -4.112
C: 1.110 2.122 -4.186
N: 1.429 1.497 -3.025
C: 2.789 1.049 -2.685
C: 0.331 1.549 -2.226
S: 0.511 0.978 -0.566
C: -2.680 1.853 -0.061
S: -2.669 0.132 -0.534
H: -2.763 1.618 3.141
H: -3.842 0.731 2.072
H: -4.381 2.272 2.685
H: -2.761 4.354 1.929
H: -1.979 4.917 -0.635
H: -2.471 3.581 -3.079
H: -2.834 1.641 -2.662
H: -0.750 3.180 -4.770
H: 1.813 2.180 -4.988
H: 3.380 1.332 -3.538
H: 2.762 -0.042 -2.548
H: 3.138 1.557 -1.788
S: -1.806 -4.765 1.604
As: -2.803 -5.694 0.159
S: -3.391 -3.736 -1.790
S: -1.672 -4.282 -2.630
S: -1.028 -5.928 -1.746
S: -0.543 -0.897 2.212
C: 1.137 -1.400 2.415
N: 1.376 -2.708 2.403
C: 2.735 -3.277 2.530
C: 3.572 -2.333 3.356
C: 3.529 -0.908 2.810
N: 2.087 -0.498 2.597
H: 0.555 -3.265 2.271
H: 3.140 -3.441 1.529
H: 2.647 -4.272 2.977
H: 4.631 -2.598 3.377
H: 3.245 -2.360 4.413
H: 4.031 -0.811 1.851
H: 3.978 -0.217 3.528
H: 1.821 0.481 2.566
O: 0.004 -2.077 -0.886
O: -0.140 -2.758 -2.048

Here are the Löwdin charges for atoms 1 to 4, given in e:
1 Tc 0.73
2 C 0.01
3 N -0.08
4 C 0.04

=====

(2)
Formula: C7H8O2
Source: OMol25
Level of theory: ωB97M-V/def2-TZVPD

Properties
Frontier orbital gap ... 7.68 eV
HOMO level ... -8.111 eV
Energy above the lowest of the compared OMol25 structures with the same formula, charge and spin ... 70.07 kcal/mol

Atoms and positions in Å:
C: 1.443 -1.415 -0.408
C: 0.124 -1.121 -0.588
C: 2.231 -0.370 0.144
C: 0.953 1.087 -0.260
C: -0.313 0.202 -0.053
C: -0.672 0.174 1.443
C: -1.592 0.726 -0.843
O: 3.354 -0.228 0.607
O: 1.092 2.171 -0.654
H: 1.928 -2.409 -0.445
H: -0.632 -1.946 -0.820
H: -0.169 -0.763 1.741
H: -1.854 0.205 1.560
H: -0.118 1.102 1.724
H: -1.430 0.923 -1.893
H: -2.040 1.706 -0.427
H: -2.303 -0.044 -0.829

Here are the Löwdin charges for atoms 1 to 4, given in e:
1 C -0.05
2 C -0.01
3 C -0.23
4 C -0.21

=====

(3)
Formula: C60H51N6O5PtS
Source: OMol25
Level of theory: ωB97M-V/def2-TZVPD

Properties
Frontier orbital gap (spin up / spin down) ... 5.69 / 4.22 eV
HOMO level (spin up / spin down) ... -8.836 / -9.538 eV
2S+1 ... 5
Net charge ... +1
<S²> ... 6.136

Atoms and positions in Å:
Pt: 0.369 -0.003 0.428
C: -1.458 9.098 3.854
O: -2.216 8.287 2.984
C: -1.706 7.106 2.575
C: -0.408 6.658 2.823
C: -0.024 5.396 2.409
C: -0.903 4.572 1.714
C: -2.173 5.054 1.398
C: -2.575 6.296 1.834
C: -0.495 3.205 1.330
C: -0.157 2.952 -0.001
C: -0.193 3.946 -1.069
C: 0.377 3.419 -2.149
C: 0.921 2.052 -1.780
N: 0.382 1.815 -0.438
C: 0.436 0.982 -2.687
C: 0.997 -0.400 -2.643
C: 0.275 -1.255 -3.638
C: -0.260 -2.297 -3.001
C: 0.041 -2.158 -1.592
C: -0.177 -3.171 -0.664
C: -0.783 -4.471 -1.029
C: -0.006 -5.628 -1.069
C: -0.594 -6.867 -1.179
C: -1.988 -6.992 -1.221
O: -2.461 -8.259 -1.215
C: -3.850 -8.483 -1.123
C: -2.766 -5.836 -1.249
C: -2.162 -4.593 -1.161
C: 0.111 -2.999 0.701
N: 0.159 -1.787 1.316
C: 0.123 -2.026 2.661
C: -0.145 -1.074 3.648
C: -0.586 -1.566 4.965
C: 0.017 -1.189 6.167
C: -0.514 -1.586 7.372
C: -1.694 -2.342 7.424
O: -2.181 -2.594 8.654
C: -3.413 -3.267 8.795
C: -2.273 -2.762 6.227
C: -1.714 -2.386 5.022
C: -0.235 0.302 3.385
C: -0.610 1.283 4.355
C: -0.699 2.477 3.711
C: -0.387 2.232 2.336
N: -0.103 0.908 2.164
C: 0.204 -3.434 2.891
C: 0.180 -4.040 1.674
N: 0.700 -1.010 -1.348
C: -0.986 1.037 -3.074
C: -1.362 1.429 -4.358
C: -2.681 1.393 -4.746
C: -3.673 0.951 -3.867
O: -4.929 0.908 -4.366
C: -5.981 0.456 -3.543
C: -3.307 0.578 -2.577
C: -1.981 0.623 -2.191
H: -2.110 9.928 4.123
H: -0.561 9.482 3.359
H: -1.174 8.551 4.759
H: 0.307 7.278 3.340
H: 0.979 5.048 2.613
H: -2.860 4.436 0.840
H: -3.569 6.664 1.638
H: -0.614 4.926 -0.955
H: 0.562 3.848 -3.113
H: 0.240 -1.002 -4.679
H: -0.819 -3.114 -3.414
H: 1.070 -5.550 -0.995
H: -0.001 -7.768 -1.192
H: -3.965 -9.563 -1.031
H: -4.376 -8.142 -2.021
H: -4.274 -7.999 -0.237
H: -3.842 -5.895 -1.306
H: -2.780 -3.705 -1.149
H: 0.921 -0.598 6.144
H: -0.048 -1.313 8.306
H: -3.659 -3.222 9.855
H: -3.336 -4.314 8.483
H: -4.203 -2.772 8.222
H: -3.163 -3.371 6.226
H: -2.187 -2.698 4.104
H: -0.815 1.082 5.386
H: -0.968 3.433 4.113
H: 0.272 -3.895 3.854
H: 0.210 -5.087 1.453
H: -0.599 1.742 -5.056
H: -2.971 1.700 -5.737
H: -6.868 0.456 -4.174
H: -6.141 1.125 -2.692
H: -5.800 -0.562 -3.185
H: -4.044 0.241 -1.867
H: -1.720 0.318 -1.176
C: 4.041 -3.031 -4.568
C: 2.755 -2.201 -4.586
N: 2.968 -0.837 -4.138
C: 4.038 -0.098 -4.808
C: 3.574 1.305 -5.187
C: 2.542 -0.333 -2.957
S: 2.960 0.552 0.386
N: 3.386 0.308 -2.258
C: 3.235 1.318 -1.303
O: 2.318 2.289 -1.683
C: 4.559 2.026 -1.076
C: 5.738 1.291 -1.023
C: 6.939 1.930 -0.775
C: 6.972 3.301 -0.575
C: 5.798 4.033 -0.632
C: 4.592 3.400 -0.872
H: 3.789 -4.074 -4.738
H: 4.532 -2.942 -3.602
H: 4.738 -2.725 -5.342
H: 2.037 -2.680 -3.925
H: 2.337 -2.185 -5.598
H: 4.286 -0.640 -5.720
H: 4.923 -0.040 -4.167
H: 2.753 1.251 -5.899
H: 4.395 1.841 -5.654
H: 3.253 1.860 -4.309
H: 5.707 0.222 -1.170
H: 7.853 1.357 -0.730
H: 7.906 3.804 -0.377
H: 5.823 5.102 -0.480
H: 3.675 3.966 -0.911

Here are the Löwdin charges for atoms 1 to 4, given in e:
1 Pt 1.26
2 C -0.08
3 O -0.08
4 C -0.28

=====

(4)
Formula: C18H56BN22O22
Source: OMol25
Level of theory: ωB97M-V/def2-TZVPD

Properties
Frontier orbital gap ... 8.19 eV
HOMO level ... -6.874 eV
Net charge ... -1

Atoms and positions in Å:
O: -6.361 12.909 21.104
C: -5.253 12.507 20.910
O: -4.565 12.577 19.775
B: -3.231 12.008 19.976
O: -3.103 11.793 21.420
C: -4.260 12.026 21.999
O: -4.510 11.929 23.163
O: -2.170 12.967 19.562
C: -1.460 12.491 18.569
O: -0.662 13.088 17.903
C: -1.970 11.050 18.318
O: -2.991 10.825 19.115
O: -1.482 10.272 17.545
O: -0.258 15.089 15.707
H: -0.181 15.152 14.751
H: -1.201 14.979 15.870
O: 1.449 12.971 20.505
H: 0.764 13.425 19.993
H: 2.265 13.417 20.262
C: 2.488 12.199 15.538
O: 3.332 11.325 15.720
N: 1.850 12.807 16.565
N: 2.017 12.495 14.298
H: 2.320 12.891 17.448
H: 1.087 13.460 16.448
H: 1.210 13.089 14.252
H: 2.321 12.077 13.441
C: -4.573 7.657 16.630
O: -4.255 7.134 15.571
N: -5.427 7.097 17.559
N: -4.050 8.857 17.046
H: -5.385 7.606 18.441
H: -5.450 6.094 17.608
H: -4.116 9.201 17.987
H: -3.499 9.238 16.299
C: -8.782 9.914 19.131
O: -9.856 9.864 18.534
N: -8.675 10.368 20.415
N: -7.661 9.311 18.622
H: -7.750 10.409 20.809
H: -9.421 10.786 20.933
H: -6.850 9.176 19.204
H: -7.838 8.831 17.760
C: -2.095 11.887 25.792
O: -1.232 11.031 25.918
N: -1.799 13.198 25.511
N: -3.412 11.626 25.977
H: -0.851 13.482 25.357
H: -2.409 13.914 25.865
H: -4.111 12.338 25.895
H: -3.700 10.697 26.219
C: -4.549 7.962 20.943
O: -5.312 8.523 20.139
N: -4.404 6.601 20.937
N: -3.774 8.630 21.826
H: -3.573 6.217 21.345
H: -5.028 6.130 20.312
H: -3.837 9.631 21.816
H: -2.931 8.197 22.172
C: -6.756 13.804 25.746
O: -7.191 12.700 26.019
N: -7.147 14.944 26.408
N: -5.903 14.008 24.685
H: -6.702 15.816 26.187
H: -7.962 14.958 26.988
H: -5.391 13.169 24.452
H: -5.484 14.915 24.579
C: -0.525 6.889 18.477
O: -0.055 5.792 18.740
N: -0.631 7.335 17.210
N: -1.047 7.734 19.428
H: -1.034 8.227 16.970
H: -0.338 6.771 16.437
H: -1.161 8.688 19.117
H: -0.697 7.611 20.367
C: 2.717 8.610 17.939
O: 2.387 7.807 18.796
N: 1.858 9.267 17.091
N: 4.031 8.936 17.744
H: 2.238 10.113 16.681
H: 0.884 9.218 17.329
H: 4.341 9.401 16.909
H: 4.707 8.566 18.383
C: -0.400 10.082 22.061
O: -0.917 9.002 22.341
N: -0.314 11.095 22.959
N: 0.305 10.256 20.905
H: 0.239 11.908 22.746
H: -0.589 10.987 23.922
H: 0.405 9.465 20.289
H: 0.535 11.152 20.497
C: -7.207 16.446 19.407
O: -7.333 17.364 18.615
N: -7.062 16.673 20.768
N: -7.199 15.120 19.098
H: -7.432 16.025 21.442
H: -7.116 17.639 21.037
H: -6.864 14.559 19.865
H: -7.439 14.681 18.231
C: -8.676 10.613 23.403
O: -9.451 9.713 23.154
N: -9.084 11.875 23.734
N: -7.315 10.509 23.226
H: -8.444 12.605 23.987
H: -10.052 12.114 23.824
H: -6.713 11.274 23.484
H: -6.904 9.594 23.216
C: -4.433 13.588 16.423
C: -5.896 13.124 16.188
C: -5.862 11.825 15.391
O: -6.559 12.889 17.416
H: -3.744 12.788 16.701
H: -4.405 14.319 17.238
H: -4.096 14.085 15.511
H: -6.301 13.974 15.640
H: -6.836 11.337 15.493
H: -5.163 11.130 15.866
H: -5.612 11.856 14.330
H: -5.960 12.323 17.919

Here are the Löwdin charges for atoms 1 to 4, given in e:
1 O 0.15
2 C -0.35
3 O 0.23
4 B -0.88

=====

(5)
Formula: C5H15NO2
Source: OMol25
Level of theory: ωB97M-V/def2-TZVPD

Properties
SMILES ... CCCCNCO.O
Frontier orbital gap ... 9.36 eV
HOMO level ... -8.476 eV
Energy above the lowest of the compared OMol25 structures with the same formula, charge and spin ... 51.76 kcal/mol

Atoms and positions in Å:
C: -1.440 1.199 -2.860
C: -1.497 0.744 -1.443
C: -0.904 -0.696 -1.362
C: 0.658 -0.646 -0.912
N: 0.794 -0.410 0.514
C: 2.069 -0.704 1.247
O: 2.461 0.521 1.772
H: -1.752 2.184 -3.003
H: -2.244 0.639 -3.484
H: -0.438 1.178 -3.332
H: -1.067 1.381 -0.665
H: -2.557 0.929 -1.158
H: -0.896 -1.160 -2.322
H: -1.338 -1.168 -0.575
H: 0.898 -1.690 -1.073
H: 1.276 0.076 -1.413
H: 0.261 0.378 0.844
H: 1.873 -1.477 2.007
H: 2.806 -1.133 0.538
H: 2.467 0.581 2.687
O: -1.750 -0.134 2.622
H: -1.310 -0.618 1.881
H: -2.549 0.297 2.294

Here are the Löwdin charges for atoms 1 to 4, given in e:
1 C -0.15
2 C -0.28
3 C -0.14
4 C -0.21

=====

(6)
Formula: C2H2N2O2
Source: OMol25
Level of theory: ωB97M-V/def2-TZVPD

Properties
SMILES ... Oc1cnno1
Frontier orbital gap ... 10.20 eV
HOMO level ... -10.027 eV
Energy above the lowest of the compared OMol25 structures with the same formula, charge and spin ... 92.30 kcal/mol

Atoms and positions in Å:
O: -1.742 -0.161 -0.142
C: -0.452 0.014 0.061
C: 0.353 1.092 -0.018
N: 1.656 0.301 -0.046
N: 1.555 -0.904 -0.096
O: 0.283 -1.241 -0.004
H: -1.993 -1.201 0.252
H: 0.340 2.100 -0.007

Here are the Löwdin charges for atoms 1 to 4, given in e:
1 O 0.05
2 C -0.39
3 C 0.06
4 N 0.01

=====

(7)
Formula: C3H11N2
Source: OMol25
Level of theory: ωB97M-V/def2-TZVPD

Properties
Frontier orbital gap ... 8.73 eV
HOMO level ... -13.955 eV
Net charge ... +1
Energy above the lowest of the compared OMol25 structures with the same formula, charge and spin ... 42.36 kcal/mol

Atoms and positions in Å:
C: -0.010 -3.208 -0.271
C: 0.124 -2.474 -1.544
H: 0.760 -3.805 0.150
H: -0.292 -2.473 0.519
H: -0.921 -3.928 -0.300
H: 0.616 -2.840 -2.435
H: 0.566 -1.492 -1.457
H: -0.897 -2.241 -1.888
N: -0.074 4.001 0.737
C: -0.441 2.733 0.712
N: 0.549 1.769 0.836
H: 0.566 4.355 1.432
H: -0.757 4.644 0.705
H: -1.546 2.403 0.761
H: 0.302 0.754 0.734
H: 1.455 1.802 1.308

Here are the Löwdin charges for atoms 1 to 4, given in e:
1 C -0.19
2 C -0.20
3 H 0.05
4 H 0.06

=====

(8)
Formula: C20H29N5O5
Source: OMol25
Level of theory: ωB97M-V/def2-TZVPD

Properties
SMILES ... COCCNC(=O)c1c[nH]n2c(=O)cc(C3CCN(C(=O)OC(C)(C)C)CC3)nc12
Frontier orbital gap ... 9.17 eV
HOMO level ... -8.600 eV
Energy above the lowest of the compared OMol25 structures with the same formula, charge and spin ... 0.00 kcal/mol

Atoms and positions in Å:
C: 0.937 -3.656 0.126
O: 1.750 -2.973 1.050
C: 3.062 -3.474 1.163
C: 3.954 -3.118 -0.031
N: 4.031 -1.686 -0.173
C: 5.167 -1.042 -0.497
O: 6.221 -1.592 -0.763
C: 5.003 0.429 -0.518
C: 5.932 1.369 -0.891
N: 5.401 2.599 -0.773
N: 4.129 2.480 -0.321
C: 3.234 3.541 -0.065
O: 3.600 4.685 -0.265
C: 1.990 3.037 0.414
C: 1.756 1.695 0.585
C: 0.468 1.120 1.112
C: -0.564 2.147 1.571
C: -1.800 1.423 2.108
N: -2.343 0.534 1.105
C: -3.546 0.807 0.545
O: -4.258 1.713 0.918
O: -3.840 -0.068 -0.437
C: -5.109 0.012 -1.127
C: -6.264 -0.190 -0.146
C: -5.237 1.348 -1.857
C: -5.054 -1.142 -2.130
C: -1.414 -0.461 0.623
C: -0.166 0.210 0.049
N: 2.674 0.747 0.298
C: 3.833 1.158 -0.145
H: -0.072 -3.271 0.262
H: 0.943 -4.735 0.318
H: 1.249 -3.478 -0.909
H: 3.047 -4.566 1.294
H: 3.464 -3.012 2.068
H: 4.965 -3.503 0.121
H: 3.552 -3.568 -0.948
H: 3.213 -1.141 0.089
H: 6.936 1.212 -1.232
H: 5.781 3.516 -0.956
H: 1.241 3.774 0.645
H: 0.740 0.483 1.963
H: -0.865 2.775 0.731
H: -0.153 2.784 2.355
H: -1.531 0.832 2.992
H: -2.582 2.135 2.377
H: -6.137 -1.127 0.392
H: -6.292 0.626 0.570
H: -7.205 -0.219 -0.689
H: -4.390 1.491 -2.525
H: -6.153 1.361 -2.440
H: -5.261 2.163 -1.139
H: -5.971 -1.172 -2.711
H: -4.934 -2.087 -1.607
H: -4.211 -1.011 -2.804
H: -1.125 -1.102 1.465
H: -1.909 -1.067 -0.134
H: -0.438 0.806 -0.824
H: 0.553 -0.551 -0.253

Here are the Löwdin charges for atoms 1 to 4, given in e:
1 C -0.11
2 O -0.20
3 C -0.21
4 C -0.15